Record 1
Entry from the Open Molecules 2025 dataset: a molecular structure, C38H64CsN10O11P4 (the ωB97M-V functional and the def2-TZVPD basis).

Output
- E (Eh) = -4247.5129
- Kohn-Sham gap (eV) = 4.62
- ΔE to the lowest compared entry with this formula, charge and spin (eV) = 0.0000
- charge = -1

Last column: Löwdin charge in e.
CARTESIAN COORDINATES (ANGSTROEM)
Cs -9.358 -19.866 13.037  1.0113
O -8.474 -24.055 9.584  -0.1130
P -8.319 -23.437 11.022  0.2996
O -7.853 -24.694 11.844  -0.1228
O -9.536 -22.739 11.616  -0.3756
O -7.065 -22.469 10.901  -0.2591
P -7.031 -20.814 10.625  0.2155
O -8.633 -20.389 10.214  -0.3452
O -6.214 -20.572 9.419  -0.2951
O -6.915 -20.194 11.984  -0.5530
H -9.216 -23.661 9.046  0.0499
H -8.487 -19.955 9.313  0.0949
O -10.807 -20.999 15.423  -0.1797
H -10.418 -20.656 16.253  0.0579
H -11.748 -21.056 15.581  0.0035
O -10.717 -22.940 8.959  -0.0614
H -10.469 -22.290 9.662  0.0422
H -11.218 -22.515 8.255  0.0708
O -11.902 -17.605 14.380  -0.1806
H -11.951 -17.261 13.444  -0.0244
H -11.218 -17.026 14.818  -0.0101
C -6.404 -24.838 14.771  -0.1833
N -7.829 -24.578 14.495  -0.2099
C -8.622 -25.699 15.075  -0.1401
N -8.389 -25.760 16.542  -0.1728
C -6.953 -25.970 16.772  -0.1973
N -6.101 -24.962 16.159  -0.2254
C -5.992 -23.813 16.958  -0.3003
P -7.796 -23.095 16.799  0.9896
C -8.256 -23.264 14.981  -0.3279
C -8.852 -24.561 17.227  -0.3636
H -5.757 -24.056 14.287  0.1569
H -6.223 -25.845 14.345  0.1344
H -7.820 -24.605 12.856  0.0343
H -8.261 -26.697 14.690  0.1393
H -9.712 -25.541 14.847  0.1214
H -6.699 -26.899 16.294  0.1107
H -6.718 -26.016 17.857  0.1324
H -5.293 -23.075 16.589  0.0435
H -5.854 -24.091 18.008  0.0823
H -7.718 -22.503 14.411  0.0591
H -9.350 -23.157 14.862  0.0820
H -9.905 -24.403 16.952  0.0884
H -8.780 -24.774 18.306  0.0776
C -4.647 -19.556 14.062  -0.0479
C -5.360 -20.372 15.044  -0.2079
N -5.955 -21.015 15.830  0.1250
H -3.591 -19.606 14.318  0.0810
H -4.954 -18.509 14.116  0.0960
H -4.854 -20.000 13.098  0.0569
N -11.675 -13.684 7.737  0.1509
C -12.576 -14.676 8.028  -0.4818
O -13.472 -14.938 7.213  0.0337
C -12.384 -15.340 9.357  -0.1439
C -12.419 -16.745 9.422  0.0147
C -12.121 -17.379 10.638  -0.1167
N -11.882 -16.712 11.760  0.0491
C -11.789 -15.362 11.696  -0.0721
C -12.047 -14.662 10.518  -0.0081
H -11.616 -13.370 6.752  0.1261
H -10.801 -13.650 8.251  0.1043
H -12.656 -17.338 8.552  0.1122
H -12.106 -18.469 10.727  0.0908
H -11.513 -14.874 12.603  0.1137
H -12.036 -13.581 10.521  0.1150
C -5.568 -13.081 14.133  -0.0754
C -6.626 -14.118 13.784  -0.2929
C -6.624 -14.793 12.515  -0.0771
C -7.634 -15.676 12.123  -0.3315
C -7.515 -16.357 10.801  -0.0601
C -8.665 -15.931 13.008  -0.0430
C -8.683 -15.433 14.350  -0.3517
C -7.666 -14.409 14.647  -0.0158
N -9.540 -15.895 15.202  0.0134
C -9.210 -16.033 16.633  -0.6149
C -10.422 -16.761 17.263  -0.0613
C -9.062 -14.666 17.325  -0.0726
C -7.962 -16.909 16.729  -0.0493
H -5.223 -12.549 13.234  0.0659
H -4.675 -13.550 14.578  0.0702
H -5.918 -12.352 14.854  0.0595
H -5.834 -14.487 11.801  0.0914
H -6.777 -15.807 10.179  0.0767
H -8.455 -16.350 10.247  0.0622
H -7.186 -17.414 10.906  0.0758
H -9.474 -16.613 12.716  0.0615
H -7.688 -13.975 15.656  0.0692
H -11.209 -16.011 17.326  0.0757
H -10.205 -17.116 18.272  0.0713
H -10.786 -17.600 16.634  0.0633
H -9.577 -13.895 16.741  0.0844
H -8.002 -14.392 17.460  0.0687
H -9.506 -14.623 18.307  0.0560
H -8.158 -17.861 16.221  0.0770
H -7.740 -17.127 17.772  0.0716
H -7.054 -16.479 16.312  0.0704
N -11.630 -25.885 10.770  0.1478
C -12.141 -26.018 12.015  -0.3718
C -11.843 -25.048 13.022  -0.0894
N -12.393 -25.127 14.225  0.0499
C -13.195 -26.156 14.493  -0.1574
C -13.448 -27.127 13.491  -0.1338
N -12.971 -27.052 12.241  0.1030
H -10.837 -25.287 10.646  0.0700
H -11.684 -26.724 10.197  0.1086
H -11.197 -24.182 12.794  0.1012
H -13.567 -26.228 15.504  0.0870
H -14.046 -28.006 13.708  0.0914
C -15.993 -20.167 11.718  -0.3044
P -14.275 -20.317 12.305  0.9154
C -13.714 -21.768 11.339  -0.2728
C -14.573 -20.885 13.984  -0.4025
C -15.260 -22.076 14.212  -0.1177
C -15.364 -22.630 15.471  -0.0913
C -14.951 -21.903 16.588  -0.0774
C -14.312 -20.681 16.403  -0.0972
C -14.049 -20.226 15.129  -0.1016
H -16.307 -20.966 11.047  0.0280
H -16.102 -19.225 11.174  0.0228
H -16.735 -20.114 12.519  0.0407
H -13.600 -22.593 12.048  0.0267
H -12.735 -21.625 10.882  0.0103
H -14.398 -21.997 10.528  0.0318
H -15.732 -22.620 13.365  0.1194
H -15.781 -23.603 15.594  0.0895
H -15.142 -22.262 17.586  0.0969
H -14.013 -20.076 17.236  0.1038
H -13.476 -19.299 14.989  0.0860

***

Record 2
Entry from the Open Molecules 2025 dataset: 2 unconnected molecules or ions with the total composition C12H25N3O2 (the ωB97M-V functional and the def2-TZVPD basis).

Output
- SMILES string = CCCCN[C@@H]1[C@@H](C)NC(=O)[C@@H]1N.CC(C)=O
- E (Eh) = -786.9649
- Kohn-Sham gap (eV) = 9.22
- ΔE to the lowest compared entry with this formula, charge and spin (eV) = 1.3440

Last column: Löwdin charge in e.
CARTESIAN COORDINATES (ANGSTROEM)
C 3.898 0.879 0.158  -0.1097
C 3.964 -0.581 -0.343  -0.2367
C 2.810 -1.517 0.100  -0.1864
C 2.060 -2.196 -1.055  -0.2270
N 1.150 -1.362 -1.836  -0.0097
C -0.031 -0.733 -1.278  -0.2312
C 0.298 0.652 -0.633  -0.3193
C -0.160 1.856 -1.451  -0.0328
N -0.249 0.683 0.737  0.1009
C -0.522 -0.677 1.092  -0.4344
O -0.470 -1.108 2.213  0.1132
C -0.862 -1.438 -0.160  -0.2655
N -0.889 -2.877 -0.010  0.0693
H 4.774 1.135 0.761  0.0644
H 3.024 1.055 0.793  0.0606
H 3.849 1.597 -0.665  0.0671
H 4.021 -0.599 -1.435  0.0979
H 4.904 -1.011 0.019  0.0964
H 2.137 -0.984 0.779  0.0920
H 3.223 -2.339 0.697  0.1097
H 1.582 -3.103 -0.664  0.0884
H 2.824 -2.548 -1.759  0.1179
H 0.965 -1.761 -2.742  0.1065
H -0.718 -0.567 -2.112  0.1396
H 1.384 0.664 -0.574  0.0977
H -0.365 2.706 -0.791  0.0759
H -1.064 1.630 -2.026  0.0772
H 0.610 2.175 -2.160  0.0807
H -1.121 1.207 0.764  0.0950
H -1.895 -1.097 -0.353  0.1480
H -0.244 -3.170 0.715  0.0724
H -0.612 -3.331 -0.870  0.0705
C -4.236 0.547 1.892  -0.0168
C -3.779 1.488 0.805  -0.5200
C -3.446 2.899 1.225  -0.0251
O -3.674 1.127 -0.345  0.0576
H -4.440 -0.434 1.470  0.0859
H -3.465 0.461 2.661  0.0884
H -5.137 0.936 2.369  0.0862
H -2.651 2.890 1.974  0.0872
H -4.320 3.371 1.677  0.0864
H -3.127 3.476 0.360  0.0816

***

Record 3
Entry from the Open Molecules 2025 dataset: 3 unconnected molecules or ions with the total composition C4H12O4 (the ωB97M-V functional and the def2-TZVPD basis).

Output
- SMILES string = O=CCCCO.O.O
- E (Eh) = -460.5209
- Kohn-Sham gap (eV) = 10.81
- ΔE to the lowest compared entry with this formula, charge and spin (eV) = 1.6808

Last column: Löwdin charge in e.
CARTESIAN COORDINATES (ANGSTROEM)
O 2.328 0.628 -1.499  0.0577
C 2.232 0.287 -0.352  -0.2426
C 0.858 -0.168 0.174  -0.1749
C 0.669 0.030 1.662  -0.1788
C -0.826 0.114 2.048  -0.2344
O -1.365 -1.172 2.347  -0.0732
H 2.975 0.391 0.454  0.1240
H 0.163 0.316 -0.531  0.0907
H 0.809 -1.223 -0.132  0.1291
H 1.150 -0.769 2.231  0.1225
H 1.163 0.940 2.009  0.1131
H -1.478 0.559 1.288  0.1111
H -0.920 0.605 3.020  0.1168
H -1.079 -1.858 1.772  0.0588
O -2.012 1.104 -1.735  -0.0612
H -2.720 0.638 -1.299  0.0367
H -1.516 0.651 -2.430  -0.0073
O -0.318 -0.673 -3.149  -0.0498
H -0.134 -0.460 -2.213  0.0072
H 0.020 0.059 -3.666  0.0547

***

Record 4
Entry from the Open Molecules 2025 dataset: 6 unconnected molecules or ions with the total composition C25H40FN5P (the ωB97M-V functional and the def2-TZVPD basis).

Output
- E (Eh) = -1691.4823
- Kohn-Sham gap (eV) = 6.44
- charge = -1

Last column: Löwdin charge in e.
CARTESIAN COORDINATES (ANGSTROEM)
C -0.539 4.464 0.381  -0.1552
C -1.469 3.277 0.088  -0.3459
C -0.836 1.934 0.460  -0.4548
P 0.643 1.407 -0.598  0.3923
C 2.118 0.804 -1.682  -0.5486
C 1.919 1.046 -3.163  -0.1565
F 2.307 -0.596 -1.493  -0.1598
H 0.180 4.608 -0.432  0.0519
H 0.038 4.286 1.296  0.0647
H -1.098 5.402 0.509  0.0528
H -1.728 3.265 -0.983  0.0900
H -2.427 3.416 0.621  0.0711
H -1.589 1.130 0.375  0.0563
H -0.464 1.969 1.495  0.0329
H 0.500 2.569 -1.517  -0.0203
H -0.250 0.601 -1.491  -0.0131
H 0.828 0.216 0.305  -0.0369
H 1.569 2.199 0.265  -0.0273
H 3.040 1.283 -1.314  0.0861
H 0.953 0.654 -3.504  0.0610
H 1.933 2.126 -3.348  0.0581
H 2.730 0.593 -3.751  0.0540
N -2.094 4.531 3.236  0.0099
C -1.690 3.325 3.731  -0.1365
C -0.981 3.555 4.880  -0.0988
C -0.967 4.962 5.090  -0.1209
C -1.658 5.538 4.053  -0.1533
H -2.574 4.656 2.363  0.1191
H -1.911 2.406 3.216  0.0927
H -0.513 2.793 5.482  0.0807
H -0.491 5.493 5.898  0.0801
H -1.857 6.571 3.821  0.0973
N 1.300 0.844 -8.127  -0.0055
C 2.007 0.633 -6.974  -0.1399
C 1.809 -0.667 -6.594  -0.1106
C 0.950 -1.264 -7.555  -0.1140
C 0.651 -0.306 -8.488  -0.1540
H 1.250 1.716 -8.621  0.1384
H 2.575 1.422 -6.512  0.1053
H 2.221 -1.129 -5.711  0.0880
H 0.581 -2.277 -7.551  0.0864
H 0.029 -0.344 -9.366  0.0986
N 1.219 -4.590 -2.584  0.0023
C 1.298 -3.406 -1.900  -0.1189
C 0.132 -3.244 -1.204  -0.1075
C -0.680 -4.380 -1.470  -0.1397
C 0.015 -5.193 -2.330  -0.1506
H 1.935 -4.955 -3.183  0.1376
H 2.151 -2.755 -1.970  0.0949
H -0.099 -2.388 -0.588  0.0914
H -1.672 -4.568 -1.089  0.0919
H -0.244 -6.138 -2.776  0.0970
N 0.707 -0.284 3.196  0.0387
C 1.054 -0.279 4.519  -0.1386
C -0.102 -0.204 5.259  -0.1285
C -1.185 -0.162 4.335  -0.1325
C -0.644 -0.213 3.078  -0.1839
H 1.331 -0.277 2.405  0.1221
H 2.086 -0.317 4.825  0.0980
H -0.162 -0.159 6.334  0.0819
H -2.234 -0.060 4.562  0.0919
H -1.097 -0.173 2.102  0.0851
N -0.747 -4.554 1.881  0.0212
C -1.382 -3.512 2.493  -0.1330
C -1.628 -3.871 3.793  -0.1126
C -1.120 -5.187 3.970  -0.1253
C -0.579 -5.576 2.772  -0.1529
H -0.439 -4.559 0.922  0.0958
H -1.588 -2.597 1.961  0.0967
H -2.098 -3.250 4.537  0.0834
H -1.137 -5.772 4.875  0.0800
H -0.086 -6.489 2.482  0.0981

***

Here are the calculated LUMO numbers, same order: 0.0578; 0.0281; 0.0243; 0.0952 (Eh).
Here are the calculated max |F| numbers, same order: 3.5; 0.5; 2.2; 0.3 (eV/A).